63
Properties=species:S:1:pos:R:3:nbo_charge:R:1 method="wB97M-V/def2-TZVPD" de_lowest_kcal_mol=0.0 s2=0.850 e_tot_ev=-130257.759 lumo_energy_ev="-3.67 / -3.04" total_charge=+1 spin_multiplicity=2 largest_force_ev_per_a=0.3 gap_ev="6.543 / 7.313" mol_weight_da=699.73
V -0.6586 -0.6355 0.0596 1.6036
C -1.5214 -2.7842 -2.1596 -0.2648
N -1.2292 -2.7655 -0.7104 -0.6062
C -0.1838 -3.7171 -0.2726 -0.2657
C 1.0942 -2.9997 0.0376 0.4305
N 1.1322 -1.7138 0.2893 -0.5569
C 2.4509 -1.4127 0.6340 0.1571
C 3.0303 -0.2011 1.0039 -0.2178
C 4.3789 -0.2266 1.2935 -0.1880
C 5.1304 -1.4115 1.2180 -0.1894
C 4.5606 -2.6145 0.8527 -0.2204
C 3.2012 -2.5843 0.5661 0.0933
N 2.3010 -3.5786 0.1819 -0.5034
C -1.0587 -1.4990 -2.7548 0.4282
N -0.3966 -0.6275 -2.0383 -0.5272
C -0.1573 0.4697 -2.8769 0.1447
C 0.5017 1.6730 -2.6384 -0.2135
C 0.5795 2.5618 -3.6910 -0.1862
C 0.0276 2.2687 -4.9478 -0.1831
C -0.6170 1.0740 -5.1966 -0.2288
C -0.6945 0.1869 -4.1311 0.1039
N -1.2643 -1.0804 -4.0147 -0.4989
H -2.5917 -2.9163 -2.3233 0.2445
H -1.0156 -3.6215 -2.6468 0.2249
H -2.0821 -2.9760 -0.2082 0.4162
H -0.0169 -4.4965 -1.0190 0.2239
H -0.5234 -4.2177 0.6364 0.2478
H 2.4385 0.7030 1.0625 0.2582
H 4.8747 0.6883 1.5878 0.2308
H 6.1849 -1.3801 1.4555 0.2318
H 5.1419 -3.5247 0.8004 0.2313
H 2.5113 -4.5536 0.0485 0.4351
H 0.9321 1.8934 -1.6719 0.2439
H 1.0793 3.5097 -3.5463 0.2312
H 0.1111 2.9976 -5.7422 0.2316
H -1.0381 0.8479 -6.1666 0.2326
H -1.7525 -1.5838 -4.7362 0.4355
Cl -4.1400 5.0262 0.4269 0.0731
C -2.8688 3.8719 0.4389 -0.0901
C -1.5725 4.2590 0.8002 -0.0855
Cl -1.2503 5.8832 1.2530 0.0749
C -0.5356 3.3279 0.8010 -0.1110
Cl 1.0766 3.7375 1.2411 0.0557
C -0.8103 2.0183 0.4494 0.2815
O 0.0993 1.0305 0.4175 -0.7168
C -2.1052 1.6255 0.1131 0.2043
O -2.2210 0.3250 -0.2135 -0.6957
C -3.1358 2.5507 0.0794 -0.0886
Cl -4.7129 2.0168 -0.3476 0.0585
Cl 0.0146 3.1757 5.2444 0.0347
C -0.4340 1.7916 4.3101 -0.0236
C 0.4844 0.7628 4.1275 -0.2406
C 0.1334 -0.3257 3.3562 -0.1256
C -1.1253 -0.4016 2.7463 -0.1006
C -1.4408 -1.4971 1.8040 -0.6845
C -2.0415 0.6287 2.9781 -0.1684
C -1.7034 1.7204 3.7613 -0.2263
H 1.4605 0.8275 4.5882 0.2363
H 0.8527 -1.1226 3.2034 0.2044
H -2.5105 -1.6482 1.6627 0.2316
H -0.9321 -2.4292 2.0512 0.2023
H -3.0300 0.5745 2.5377 0.2279
H -2.4123 2.5188 3.9344 0.2420